144
Properties=species:S:1:pos:R:3 method="wB97M-V/def2-TZVPD" charge=+1 multiplicity=1 lumo_energy_ev=-5.036 e_homo_ha=-0.3776 homo_lumo_gap_ev=5.24 e_tot_ha=-4884.111511 relative_energy_ev=0.000
C -6.490 1.389 2.022
C -5.929 0.568 1.299
C -4.943 -0.179 0.310
C -3.563 -0.478 1.107
C -3.070 -2.008 0.889
N -1.707 -2.066 0.241
C -0.641 -1.538 0.803
P -0.347 -0.652 2.442
O 1.095 -1.206 3.174
Cl -1.816 -1.171 3.875
C 0.565 -1.767 -0.250
C 2.058 -1.566 0.251
C 3.130 -1.276 -0.887
C 4.293 -0.277 -0.384
S 5.900 -1.176 -0.050
C 6.928 -0.746 -1.515
S 6.627 -1.608 -2.911
N 7.998 0.247 -1.580
C 7.538 1.630 -1.460
C 6.601 2.182 -0.434
C 6.224 3.649 -0.371
C 6.822 4.591 -1.369
C 7.765 4.070 -2.418
C 8.121 2.618 -2.468
C 9.145 -0.058 -0.720
C 10.494 -0.156 -1.423
C 11.786 -0.414 -0.717
C 11.773 -0.578 0.780
C 10.448 -0.500 1.478
C 9.129 -0.237 0.769
C 0.143 -3.019 -1.134
C 0.644 -4.368 -0.433
O 0.841 -5.454 -1.392
C 0.722 -6.694 -0.739
F -0.581 -6.991 -0.357
F 1.602 -6.807 0.331
F 1.085 -7.674 -1.670
P 0.995 -3.073 -2.855
N 0.926 -1.501 -3.641
O 0.121 -4.097 -3.909
C -1.457 -2.730 -1.091
C -2.104 -4.188 -1.300
C -3.580 -4.135 -1.837
C -4.801 -4.121 -1.962
C -2.012 -1.756 -2.239
O -1.997 -2.057 -3.420
N -2.556 -0.384 -1.928
C -3.583 -0.175 -2.965
O -3.452 0.506 -3.935
F -4.781 -0.885 -2.756
H -6.802 2.092 2.845
H -5.477 -1.120 -0.010
H -4.698 0.504 -0.561
H -3.821 -0.283 2.200
H -2.781 0.233 0.709
H -3.071 -2.589 1.872
H -3.871 -2.489 0.252
H 0.907 -1.459 4.111
H 0.423 -0.846 -0.927
H 2.050 -0.635 0.919
H 2.391 -2.424 0.927
H 3.584 -2.246 -1.245
H 2.599 -0.790 -1.759
H 4.508 0.460 -1.226
H 3.983 0.348 0.507
H 6.160 1.515 0.356
H 5.539 4.004 0.450
H 6.539 5.683 -1.285
H 8.242 4.774 -3.155
H 8.861 2.233 -3.238
H 10.519 0.000 -2.549
H 12.724 -0.439 -1.344
H 12.764 -0.742 1.290
H 10.465 -0.608 2.606
H 8.163 -0.158 1.339
H -0.059 -4.715 0.402
H 1.655 -4.235 0.082
H 1.849 -1.185 -3.950
H 0.429 -0.796 -3.092
H -0.028 -3.636 -4.764
H -2.066 -4.812 -0.345
H -1.525 -4.804 -2.068
H -5.923 -4.188 -1.910
H -1.789 0.244 -2.229
C -4.776 -3.109 5.259
C -6.173 -2.631 4.882
C -6.408 -1.156 5.215
C -6.321 -0.807 6.703
C -7.282 -1.583 7.606
C -8.746 -1.317 7.281
H -4.596 -3.027 6.333
H -4.652 -4.159 4.984
H -4.013 -2.528 4.734
H -6.923 -3.259 5.370
H -6.310 -2.768 3.804
H -7.387 -0.859 4.826
H -5.675 -0.546 4.671
H -6.511 0.265 6.820
H -5.296 -0.968 7.058
H -7.095 -1.291 8.644
H -7.080 -2.657 7.549
H -8.981 -0.255 7.386
H -9.391 -1.874 7.966
H -9.000 -1.628 6.266
C -3.057 1.391 -7.409
C -4.402 0.864 -6.925
C -5.177 0.122 -8.017
C -5.564 0.974 -9.228
C -6.403 2.212 -8.907
C -7.753 1.870 -8.290
H -3.172 2.115 -8.218
H -2.534 1.893 -6.591
H -2.423 0.574 -7.763
H -4.999 1.687 -6.521
H -4.227 0.174 -6.097
H -6.079 -0.313 -7.573
H -4.577 -0.727 -8.366
H -6.116 0.344 -9.934
H -4.658 1.290 -9.758
H -6.573 2.766 -9.835
H -5.854 2.886 -8.243
H -8.339 1.240 -8.963
H -8.323 2.783 -8.101
H -7.644 1.348 -7.337
C 4.219 2.904 3.645
C 4.949 4.195 3.994
C 4.596 4.721 5.386
C 3.126 5.102 5.579
C 2.597 6.155 4.603
C 3.312 7.494 4.728
H 3.135 3.044 3.630
H 4.520 2.559 2.652
H 4.457 2.116 4.364
H 4.745 4.953 3.233
H 6.027 4.005 3.959
H 5.230 5.586 5.607
H 4.859 3.962 6.132
H 2.994 5.470 6.603
H 2.502 4.204 5.502
H 1.531 6.307 4.801
H 2.668 5.793 3.573
H 3.206 7.898 5.738
H 2.885 8.216 4.029
H 4.377 7.408 4.502

165
Properties=species:S:1:pos:R:3 method="wB97M-V/def2-TZVPD" charge=-1 multiplicity=1 lumo_energy_ev=0.950 e_homo_ha=-0.1765 homo_lumo_gap_ev=5.75 e_tot_ha=-5310.853695
C 7.825 -5.918 -0.030
C 7.446 -4.410 -0.601
O 6.170 -4.371 -1.359
C 5.914 -2.902 -1.536
C 4.878 -2.471 -0.357
C 4.129 -1.024 -0.508
C 5.242 0.001 -1.221
O 4.901 0.900 -2.187
O 6.669 0.093 -0.799
C 3.843 -0.423 0.986
C 4.383 1.092 1.293
C 3.501 2.288 0.524
C 2.802 3.323 1.617
F 4.492 3.134 -0.238
O 2.388 -0.342 1.352
S 1.593 -1.813 1.090
O 2.479 -2.955 1.725
O 0.214 -1.972 1.770
C 1.522 -1.957 -0.819
N 0.148 -1.476 -1.202
C -0.127 -0.192 -0.840
O -0.162 1.054 -0.290
O 1.665 -3.401 -1.038
C 0.805 -3.944 -2.094
C -0.579 -4.615 -1.566
C -0.684 -6.170 -2.172
C -1.980 -3.887 -1.912
C -2.644 -3.020 -0.643
C -2.041 -2.961 -3.255
C 2.769 -1.075 -1.482
C 3.070 -1.602 -3.009
C 1.955 -0.977 -4.090
C 2.006 -1.752 -5.551
S 3.657 -1.431 -6.414
O 4.357 -0.177 -5.819
O 4.593 -2.684 -6.291
O 3.336 -1.105 -8.065
H 8.494 -6.462 -0.851
H 6.892 -6.545 0.298
H 8.544 -5.805 0.916
H 7.424 -3.706 0.348
H 8.385 -4.081 -1.257
H 6.997 -2.409 -1.455
H 5.564 -2.740 -2.634
H 4.135 -3.396 -0.225
H 5.514 -2.466 0.654
H 4.311 -1.106 1.847
H 5.537 1.252 1.228
H 4.122 1.277 2.447
H 2.703 1.838 -0.228
H 2.091 4.035 0.990
H 2.215 2.646 2.389
H 3.681 3.893 2.147
H 0.698 -3.238 -3.050
H 1.434 -4.866 -2.532
H -0.527 -4.759 -0.386
H -1.039 -6.029 -3.299
H -1.603 -6.663 -1.617
H 0.315 -6.770 -2.067
H -2.778 -4.759 -2.091
H -3.002 -1.988 -1.118
H -3.552 -3.571 -0.145
H -1.820 -2.844 0.176
H -1.182 -2.175 -3.371
H -3.107 -2.437 -3.301
H -1.933 -3.696 -4.190
H 2.495 0.081 -1.608
H 3.125 -2.791 -3.105
H 4.120 -1.237 -3.446
H 2.276 0.144 -4.254
H 0.852 -1.058 -3.709
H 1.124 -1.305 -6.219
H 1.758 -2.906 -5.454
H 4.187 -1.398 -8.536
C -1.433 7.772 1.189
C -0.820 6.457 1.626
C -1.794 5.536 2.297
O -0.954 4.757 3.128
C 0.129 5.539 3.423
O 0.960 5.273 4.272
O 0.151 6.660 2.640
H -0.694 8.372 0.649
H -2.294 7.610 0.533
H -1.750 8.368 2.052
H -0.326 5.969 0.777
H -2.325 4.902 1.581
H -2.524 6.054 2.928
C -6.142 8.983 5.739
C -5.185 8.127 4.933
C -3.820 8.729 4.790
O -3.361 8.160 3.578
C -4.476 7.891 2.832
O -4.459 7.581 1.655
O -5.611 8.020 3.584
H -7.097 8.463 5.865
H -5.735 9.206 6.730
H -6.363 9.924 5.224
H -5.136 7.116 5.354
H -3.159 8.459 5.619
H -3.831 9.819 4.680
C -7.864 5.131 2.978
C -7.705 4.633 4.400
C -8.799 3.705 4.835
O -8.813 3.888 6.239
C -8.357 5.157 6.467
O -8.421 5.730 7.540
O -7.825 5.698 5.329
H -7.005 5.748 2.696
H -7.939 4.298 2.272
H -8.751 5.766 2.877
H -6.716 4.178 4.533
H -8.583 2.663 4.583
H -9.784 3.973 4.439
C -2.598 -2.189 5.800
C -2.468 -3.270 4.746
C -2.390 -2.736 3.348
O -2.902 -3.811 2.582
C -3.758 -4.494 3.401
O -4.530 -5.357 3.024
O -3.635 -4.076 4.697
H -2.584 -2.634 6.800
H -1.779 -1.467 5.731
H -3.551 -1.657 5.709
H -1.616 -3.921 4.975
H -1.363 -2.503 3.051
H -3.021 -1.856 3.179
C 6.076 -6.734 -7.741
C 4.584 -6.985 -7.836
C 3.861 -5.979 -8.680
O 2.554 -6.007 -8.134
C 2.692 -6.379 -6.825
O 1.804 -6.317 -5.994
O 3.960 -6.826 -6.573
H 6.557 -7.534 -7.171
H 6.535 -6.691 -8.734
H 6.288 -5.800 -7.210
H 4.395 -8.008 -8.181
H 3.845 -6.259 -9.737
H 4.256 -4.962 -8.584
C -5.591 -10.014 -3.018
C -5.171 -8.622 -3.444
C -3.740 -8.305 -3.126
O -3.760 -6.895 -3.004
C -5.026 -6.560 -2.606
O -5.355 -5.457 -2.211
O -5.870 -7.632 -2.708
H -6.620 -10.210 -3.335
H -4.941 -10.777 -3.459
H -5.574 -10.118 -1.928
H -5.388 -8.470 -4.508
H -3.060 -8.615 -3.924
H -3.398 -8.732 -2.177
C 2.209 8.304 3.761
C 2.629 9.696 3.335
C 4.060 10.013 3.653
O 4.040 11.423 3.776
C 2.774 11.757 4.173
O 2.445 12.861 4.569
O 1.930 10.686 4.071
H 1.180 8.107 3.444
H 2.859 7.541 3.321
H 2.226 8.200 4.851
H 2.412 9.848 2.272
H 4.740 9.703 2.855
H 4.402 9.586 4.602

167
Properties=species:S:1:pos:R:3 method="wB97M-V/def2-TZVPD" charge=+5 multiplicity=1 lumo_energy_ev=-9.364 e_homo_ha=-0.6441 homo_lumo_gap_ev=8.16 e_tot_ha=-4385.736737 relative_energy_ev=0.169
C 5.464 6.371 4.141
C 4.499 5.649 5.094
N 3.836 4.528 4.402
C 3.096 3.557 5.018
C 2.554 2.727 4.116
N 3.003 3.172 2.870
C 3.788 4.252 3.099
C 2.499 2.673 1.595
H 5.927 7.276 4.530
H 4.881 6.733 3.289
H 6.291 5.758 3.782
H 3.685 6.316 5.375
H 5.029 5.308 5.979
H 3.059 3.360 6.080
H 1.865 1.892 4.087
H 4.325 4.830 2.366
H 3.276 2.538 0.849
H 1.676 3.284 1.235
H 2.029 1.701 1.747
C 4.228 0.952 -1.467
C 3.706 2.027 -2.399
N 3.537 3.339 -1.787
C 4.485 4.138 -1.214
C 3.852 5.263 -0.814
N 2.540 5.206 -1.264
C 2.393 3.998 -1.882
C 1.468 6.111 -0.960
H 3.440 0.493 -0.862
H 4.909 1.375 -0.726
H 4.649 0.114 -2.019
H 2.713 1.756 -2.769
H 4.227 2.153 -3.351
H 5.477 3.745 -1.070
H 4.177 6.127 -0.258
H 1.391 3.693 -2.143
H 1.714 7.116 -1.307
H 1.328 6.134 0.121
H 0.535 5.868 -1.463
C -4.831 -2.556 -4.829
C -3.333 -2.573 -4.545
N -2.552 -1.964 -5.606
C -2.686 -2.266 -6.949
C -1.871 -1.439 -7.643
N -1.222 -0.646 -6.714
C -1.696 -0.949 -5.494
C -0.265 0.386 -7.039
H -5.380 -2.753 -3.910
H -5.193 -3.302 -5.541
H -5.228 -1.647 -5.288
H -2.968 -3.593 -4.429
H -3.186 -1.990 -3.638
H -3.322 -3.074 -7.269
H -1.574 -1.392 -8.677
H -1.339 -0.386 -4.640
H -0.803 1.331 -7.127
H 0.246 0.169 -7.973
H 0.465 0.481 -6.238
C -3.406 8.446 0.086
C -4.125 7.103 0.245
N -3.203 5.963 0.270
C -2.678 5.326 -0.829
C -1.784 4.410 -0.348
N -1.681 4.624 1.030
C -2.588 5.555 1.365
C -0.923 3.829 1.968
H -2.737 8.633 0.930
H -4.147 9.240 0.054
H -2.727 8.453 -0.768
H -4.899 6.953 -0.507
H -4.741 7.189 1.142
H -2.962 5.632 -1.821
H -1.093 3.701 -0.786
H -2.800 5.940 2.350
H -1.410 3.778 2.945
H -0.005 4.347 2.260
H -0.741 2.816 1.620
C -0.795 -8.096 -0.438
C -0.774 -7.863 -1.960
N 0.134 -6.755 -2.275
C 1.480 -6.742 -2.001
C 1.964 -5.548 -2.436
N 0.888 -4.767 -2.862
C -0.190 -5.542 -2.695
C 0.939 -3.315 -3.088
H -0.073 -8.816 -0.053
H -1.788 -8.449 -0.166
H -0.624 -7.163 0.100
H -1.771 -7.574 -2.293
H -0.605 -8.775 -2.531
H 1.936 -7.570 -1.484
H 2.954 -5.159 -2.606
H -1.204 -5.280 -2.963
H 1.932 -2.998 -3.389
H 0.729 -2.898 -2.104
H 0.160 -3.101 -3.812
C 3.501 -2.890 0.845
C 3.252 -2.350 2.252
N 4.385 -1.533 2.704
C 4.281 -0.447 3.545
C 5.523 0.123 3.625
N 6.359 -0.702 2.912
C 5.658 -1.696 2.366
C 7.786 -0.443 2.634
H 2.541 -3.128 0.384
H 3.981 -3.870 0.861
H 4.063 -2.169 0.253
H 3.211 -3.196 2.940
H 2.313 -1.804 2.326
H 3.318 -0.156 3.938
H 5.898 1.068 3.975
H 6.077 -2.457 1.731
H 7.999 0.607 2.817
H 7.987 -0.764 1.618
H 8.414 -0.992 3.335
C -0.423 -4.114 1.761
C -0.436 -3.922 3.278
N -1.795 -4.167 3.778
C -2.539 -5.311 3.668
C -3.721 -5.168 4.316
N -3.750 -3.826 4.748
C -2.570 -3.306 4.452
C -4.824 -3.198 5.468
H -1.001 -3.365 1.220
H -0.989 -5.016 1.515
H 0.596 -4.159 1.385
H -0.073 -2.993 3.717
H 0.189 -4.716 3.690
H -2.327 -6.220 3.127
H -4.584 -5.810 4.331
H -2.180 -2.313 4.634
H -5.746 -3.758 5.340
H -5.036 -2.182 5.129
H -4.606 -3.057 6.527
C -3.335 1.268 -3.346
C -4.468 0.613 -2.538
N -4.281 0.824 -1.118
C -5.198 1.414 -0.280
C -4.671 1.281 0.971
N -3.470 0.653 0.885
C -3.254 0.355 -0.404
C -2.661 0.120 1.999
H -3.487 1.221 -4.422
H -2.290 1.015 -3.153
H -3.370 2.327 -3.066
H -4.563 -0.461 -2.703
H -5.451 1.043 -2.726
H -6.118 1.794 -0.687
H -5.046 1.633 1.919
H -2.425 -0.169 -0.863
H -1.961 -0.577 1.547
H -3.316 -0.416 2.681
H -2.143 0.910 2.534
C 0.578 -0.399 0.137
C 0.233 0.635 -0.916
O -0.196 0.232 -2.032
O 0.521 1.839 -0.651
H 1.645 -0.642 0.182
H 0.103 -1.360 -0.065
H 0.344 0.036 1.110
Cl 0.402 -0.219 4.086
P -3.439 -4.308 -0.988
F -3.735 -3.871 0.555
F -4.100 -2.911 -1.496
F -1.981 -3.647 -0.978
F -3.427 -4.937 -2.516
F -2.750 -5.719 -0.564
F -4.876 -5.075 -0.862